Record 1
{
  "formula": "C45H72AsIrO6SeSi3",
  "method": "the ωB97M-V functional and the def2-TZVPD basis",
  "species": ["Ir", "Se", "As", "Si", "Si", "Si", "O", "O", "O", "O", "O", "O", "C", "C", "C", "C", "C", "C", "C", "C", "C", "C", "C", "C", "C", "C", "C", "C", "C", "C", "C", "C", "C", "C", "C", "C", "C", "C", "C", "C", "C", "C", "C", "C", "C", "C", "C", "C", "C", "C", "C", "C", "C", "C", "C", "C", "C", "H", "H", "H", "H", "H", "H", "H", "H", "H", "H", "H", "H", "H", "H", "H", "H", "H", "H", "H", "H", "H", "H", "H", "H", "H", "H", "H", "H", "H", "H", "H", "H", "H", "H", "H", "H", "H", "H", "H", "H", "H", "H", "H", "H", "H", "H", "H", "H", "H", "H", "H", "H", "H", "H", "H", "H", "H", "H", "H", "H", "H", "H", "H", "H", "H", "H", "H", "H", "H", "H", "H", "H"],
  "positions_angstrom": [[-0.85, -0.65, 0.07], [1.69, -1.27, 0.08], [-1.89, -2.82, -0.01], [-0.93, -4.46, -1.43], [-4.11, -2.38, -0.73], [-1.81, -3.77, 2.16], [-2.76, 6.28, -1.29], [-2.54, 0.53, 0.36], [-0.42, -0.43, 2.06], [-0.42, -0.74, -1.95], [-0.71, 1.59, -0.17], [-4.69, 6.44, -0.04], [-1.93, 1.62, 0.11], [-1.28, 1.98, 3.67], [2.22, 1.17, 3.96], [4.54, 2.86, -4.06], [-3.87, 7.12, -0.99], [-1.43, 1.75, -3.55], [3.22, 0.94, -3.09], [0.13, 1.95, 5.72], [5.66, 0.01, 3.67], [0.80, 0.64, -3.50], [2.05, 1.13, -3.85], [3.36, 0.89, 3.21], [-0.08, 1.71, -5.63], [-1.91, -6.05, -1.50], [-0.43, 0.92, -4.37], [-3.97, -1.26, -2.20], [3.17, 0.22, 2.01], [5.70, 1.17, -2.66], [3.08, 0.28, -1.89], [-4.13, 5.21, 0.14], [-2.27, -5.58, 2.09], [-2.97, 5.11, -0.61], [-5.01, -1.53, 0.66], [-4.97, -3.97, -1.19], [5.36, 2.29, 2.68], [4.79, 1.88, 5.06], [-3.83, 3.00, 0.91], [-4.58, 4.18, 0.93], [-2.68, 2.90, 0.15], [1.84, -0.20, -1.50], [1.90, -0.15, 1.61], [0.78, -4.81, -0.79], [0.70, -0.10, -2.29], [-0.07, -3.59, 2.77], [4.77, 1.27, 3.66], [0.93, 0.80, 3.60], [-1.11, -0.39, -4.81], [-0.95, -0.15, 4.97], [-0.28, 1.14, 4.48], [4.57, 1.38, -3.66], [-2.21, 3.97, -0.63], [-0.86, -3.74, -3.14], [4.86, 0.52, -4.91], [-3.00, -2.89, 3.30], [0.76, 0.07, 2.39], [-3.17, -5.75, 1.48], [-1.45, -6.71, -2.23], [-1.56, -0.89, -3.96], [0.57, 2.91, 5.44], [-4.42, -0.67, 1.00], [5.84, 0.11, -2.42], [-1.93, -6.57, -0.54], [-2.65, -2.97, 4.33], [5.82, 2.11, 5.34], [-1.89, -0.17, -5.54], [0.64, -4.20, 2.20], [-1.86, -3.52, -3.52], [-0.81, 2.90, 3.32], [-0.39, -1.06, -5.27], [2.14, 1.68, -4.77], [-3.52, 8.06, -0.56], [6.64, 1.55, -3.07], [5.80, -0.40, 2.67], [-4.60, -4.36, -2.14], [0.24, -2.55, 2.69], [-1.46, -6.19, 1.68], [1.42, -5.23, -1.58], [-0.37, -4.43, -3.84], [-2.94, -5.87, -1.80], [5.20, -0.77, 4.29], [-1.30, 3.89, -1.20], [0.62, 1.17, -6.26], [-2.37, 1.87, -4.09], [-0.26, -0.75, 5.56], [6.64, 0.24, 4.08], [-1.30, -0.74, 4.13], [-3.06, -1.83, 3.05], [-1.81, 0.10, 5.60], [-4.44, 7.31, -1.90], [5.37, 1.90, 1.66], [-2.14, 2.24, 4.29], [0.83, 1.41, 6.35], [-0.77, 2.16, 6.31], [0.00, -3.88, 3.82], [-5.98, -1.16, 0.31], [-2.48, -5.95, 3.10], [-4.15, 2.15, 1.49], [6.38, 2.56, 2.96], [5.82, 0.81, -5.35], [-1.64, 1.27, -2.60], [-4.00, -3.32, 3.24], [4.38, 1.19, 5.80], [-0.29, -2.80, -3.12], [5.50, 1.71, -1.72], [5.51, 3.16, -4.46], [4.22, 2.81, 5.09], [4.90, -0.54, -4.64], [-1.64, 1.42, 2.81], [-5.48, 4.28, 1.53], [4.01, -0.02, 1.37], [3.80, 3.05, -4.83], [2.34, 1.72, 4.88], [-1.02, 2.74, -3.34], [3.93, 0.13, -1.24], [0.77, -5.52, 0.04], [-5.17, -2.19, 1.51], [4.31, 3.49, -3.20], [-4.94, -0.78, -2.41], [-6.04, -3.79, -1.30], [-4.84, -4.75, -0.43], [1.26, -3.90, -0.44], [-1.00, 1.88, -6.20], [-3.24, -0.47, -2.01], [4.76, 3.20, 2.68], [0.34, 2.69, -5.39], [-3.66, -1.80, -3.10], [4.09, 0.65, -5.66]],
  "mulliken_charge": [5.314, -0.052, -0.100, 0.404, 0.573, 0.480, -0.517, -1.338, -1.197, -1.354, -0.954, -0.502, -0.387, -1.344, -0.156, -1.709, -0.267, -1.320, -0.819, -2.564, -1.682, -0.715, -0.151, -0.714, -2.640, -1.007, 2.639, -0.421, -0.779, -2.145, -0.902, 1.053, -1.220, 0.596, -0.714, -1.239, -1.560, -2.205, -0.406, -1.465, 0.200, 1.180, 0.521, -0.651, 0.485, -0.316, 2.104, -1.084, -1.241, -1.724, 2.829, 2.040, -0.808, -0.595, -1.617, -1.003, 0.456, 0.273, 0.370, -0.288, 0.439, -0.187, 0.364, 0.277, 0.474, 0.456, 0.534, 0.292, 0.205, 0.397, 0.319, 0.472, 0.247, 0.441, 0.309, 0.275, -0.304, 0.276, 0.416, 0.594, 0.242, 0.350, 0.556, 0.459, 0.547, 0.357, 0.460, -0.086, 0.080, 0.488, 0.262, 0.273, 0.528, 0.469, 0.452, 0.441, 0.491, 0.430, 0.574, 0.447, 0.456, -0.263, 0.410, 0.425, -0.206, 0.426, 0.488, 0.381, 0.321, -0.109, 0.419, 0.378, 0.313, 0.564, 0.300, 0.331, 0.260, 0.271, 0.368, 0.580, 0.398, 0.299, -0.049, 0.458, -0.363, 0.338, 0.421, 0.301, 0.322],
  "gap_ev": 7.49,
  "homo_ev": -7.234,
  "charge": 0
}

Record 2
{
  "formula": "C4H22N2O5",
  "method": "the ωB97M-V functional and the def2-TZVPD basis",
  "species": ["O", "O", "O", "O", "O", "N", "N", "C", "C", "C", "C", "H", "H", "H", "H", "H", "H", "H", "H", "H", "H", "H", "H", "H", "H", "H", "H", "H", "H", "H", "H", "H", "H"],
  "positions_angstrom": [[2.96, -0.94, -0.73], [-0.59, -0.65, 3.14], [-3.12, -1.27, -0.47], [-2.67, 0.44, 1.83], [2.10, -0.85, 2.02], [1.80, 1.87, -1.19], [0.08, -2.09, -0.66], [-0.02, 0.35, -0.67], [-0.20, -0.91, -1.52], [-0.60, 2.68, -1.50], [0.45, 1.53, -1.59], [-0.91, 3.28, -2.35], [-0.92, 0.68, -0.13], [-3.96, -0.84, -0.30], [2.21, 2.66, -1.70], [-2.18, -0.29, 2.26], [1.98, 2.20, -0.24], [0.45, -0.95, -2.39], [0.56, 1.09, -2.59], [0.75, 0.07, 0.06], [-0.08, 3.39, -0.87], [2.69, 0.00, -0.87], [-0.25, -2.93, -1.11], [-0.29, -1.96, 0.27], [2.70, -0.08, 2.09], [2.11, -1.41, -0.76], [0.26, -1.05, 2.94], [-0.49, 0.14, 3.68], [-1.26, -0.89, -1.83], [-1.95, 1.05, 1.68], [-1.52, 2.51, -0.94], [2.79, -1.24, 1.42], [-2.48, -0.73, 0.02]],
  "mulliken_charge": [-0.736, -0.659, -0.647, -0.663, -0.640, -0.644, -0.519, 0.507, -1.206, -1.356, 0.379, 0.328, -0.526, 0.312, 0.221, 0.433, 0.202, 0.498, 0.342, 0.289, 0.373, 0.394, 0.216, 0.181, 0.286, 0.405, 0.298, 0.296, 0.471, 0.237, 0.268, 0.321, 0.338],
  "gap_ev": 9.74,
  "homo_ev": -9.365,
  "smiles": "C[C@@H](N)CCN.O.O.O.O.O",
  "charge": 0
}